{
  "formula": "C60H120O15",
  "method": "wB97M-V/def2-TZVPD",
  "e_homo_ev": -9.2632,
  "lumo_ev": 0.64,
  "e_above_lowest_kj_mol": 193.84,
  "largest_force_ev_per_a": 3.26,
  "elements": ["C", "C", "C", "O", "C", "H", "H", "H", "H", "H", "H", "H", "H", "C", "C", "C", "O", "C", "H", "H", "H", "H", "H", "H", "H", "H", "C", "C", "C", "O", "C", "H", "H", "H", "H", "H", "H", "H", "H", "C", "C", "C", "O", "C", "H", "H", "H", "H", "H", "H", "H", "H", "C", "C", "C", "O", "C", "H", "H", "H", "H", "H", "H", "H", "H", "C", "C", "C", "O", "C", "H", "H", "H", "H", "H", "H", "H", "H", "C", "C", "C", "O", "C", "H", "H", "H", "H", "H", "H", "H", "H", "C", "C", "C", "O", "C", "H", "H", "H", "H", "H", "H", "H", "H", "C", "C", "C", "O", "C", "H", "H", "H", "H", "H", "H", "H", "H", "C", "C", "C", "O", "C", "H", "H", "H", "H", "H", "H", "H", "H", "C", "C", "C", "O", "C", "H", "H", "H", "H", "H", "H", "H", "H", "C", "C", "C", "O", "C", "H", "H", "H", "H", "H", "H", "H", "H", "C", "C", "C", "O", "C", "H", "H", "H", "H", "H", "H", "H", "H", "C", "C", "C", "O", "C", "H", "H", "H", "H", "H", "H", "H", "H", "C", "C", "C", "O", "C", "H", "H", "H", "H", "H", "H", "H", "H"],
  "positions_angstrom": [[3.229, 2.627, -4.827], [2.663, 1.799, -3.682], [3.921, 1.160, -3.081], [4.926, 2.164, -3.207], [4.471, 3.157, -4.112], [2.618, 3.461, -5.173], [3.487, 1.965, -5.653], [2.018, 0.973, -3.982], [2.168, 2.332, -2.869], [4.220, 0.320, -3.708], [3.739, 0.794, -2.071], [5.260, 3.426, -4.814], [4.247, 4.078, -3.574], [2.832, 4.553, -0.230], [3.761, 4.643, 0.939], [3.115, 3.852, 2.063], [2.011, 3.154, 1.484], [2.138, 3.271, 0.043], [3.401, 4.573, -1.160], [2.147, 5.398, -0.174], [3.772, 5.696, 1.223], [4.745, 4.291, 0.631], [2.770, 4.508, 2.862], [3.776, 3.125, 2.534], [1.144, 3.321, -0.401], [2.717, 2.477, -0.427], [4.742, 0.486, 0.826], [5.590, 1.633, 0.269], [6.750, 0.769, -0.196], [6.973, -0.175, 0.857], [5.778, -0.383, 1.547], [4.218, -0.078, 0.054], [3.993, 0.772, 1.565], [5.855, 2.361, 1.037], [5.128, 2.163, -0.564], [7.672, 1.340, -0.307], [6.542, 0.217, -1.113], [5.872, -0.184, 2.615], [5.375, -1.392, 1.455], [2.190, -4.106, 1.470], [0.825, -4.391, 0.840], [1.083, -3.830, -0.545], [1.828, -2.687, -0.330], [2.775, -2.890, 0.684], [2.751, -5.033, 1.355], [2.305, -3.855, 2.525], [-0.009, -3.924, 1.364], [0.557, -5.448, 0.837], [0.129, -3.548, -0.991], [1.571, -4.582, -1.164], [2.924, -2.050, 1.362], [3.763, -3.174, 0.322], [-2.976, 1.713, 4.886], [-1.566, 1.868, 4.591], [-1.515, 3.209, 3.829], [-2.801, 3.344, 3.203], [-3.647, 2.264, 3.641], [-3.192, 2.383, 5.719], [-3.281, 0.701, 5.152], [-1.201, 1.067, 3.948], [-1.003, 1.802, 5.522], [-0.734, 3.111, 3.076], [-1.310, 4.066, 4.471], [-3.686, 1.507, 2.858], [-4.674, 2.565, 3.844], [0.897, -4.436, -5.788], [0.699, -2.960, -5.558], [0.489, -2.789, -4.088], [-0.110, -3.984, -3.702], [0.454, -5.008, -4.510], [1.963, -4.630, -5.909], [0.364, -4.800, -6.666], [-0.096, -2.506, -6.152], [1.575, -2.321, -5.671], [-0.217, -1.987, -3.871], [1.420, -2.738, -3.523], [-0.233, -5.841, -4.663], [1.323, -5.418, -3.995], [-5.435, -2.880, 2.605], [-5.677, -2.392, 1.218], [-5.020, -0.985, 1.297], [-5.328, -0.633, 2.658], [-5.859, -1.689, 3.417], [-4.385, -3.138, 2.747], [-6.000, -3.801, 2.748], [-6.738, -2.392, 0.968], [-5.115, -2.983, 0.495], [-5.433, -0.268, 0.587], [-3.959, -1.061, 1.058], [-6.940, -1.568, 3.479], [-5.432, -1.875, 4.402], [-3.886, -3.435, -2.119], [-3.414, -4.815, -1.821], [-2.740, -4.684, -0.426], [-2.441, -3.292, -0.341], [-2.771, -2.594, -1.526], [-4.848, -3.248, -1.641], [-3.998, -3.167, -3.169], [-2.692, -5.113, -2.580], [-4.221, -5.542, -1.908], [-1.804, -5.240, -0.381], [-3.454, -4.960, 0.350], [-1.900, -2.564, -2.182], [-3.053, -1.561, -1.324], [-0.825, 0.973, 0.839], [-0.401, -0.422, 0.555], [0.374, -0.275, -0.747], [-0.112, 0.912, -1.345], [-1.142, 1.518, -0.565], [0.027, 1.443, 1.332], [-1.690, 1.103, 1.490], [-1.252, -1.090, 0.421], [0.109, -0.797, 1.441], [0.144, -1.037, -1.493], [1.459, -0.238, -0.649], [-2.124, 1.210, -0.924], [-1.013, 2.600, -0.556], [-1.007, 6.329, -0.406], [-0.973, 5.489, 0.830], [-2.044, 6.050, 1.753], [-2.394, 7.252, 1.077], [-1.492, 7.652, 0.033], [-1.772, 5.847, -1.015], [-0.083, 6.374, -0.981], [-0.036, 5.607, 1.375], [-1.077, 4.414, 0.685], [-1.732, 6.200, 2.787], [-2.926, 5.410, 1.718], [-0.684, 8.241, 0.467], [-1.916, 8.224, -0.792], [4.014, -3.830, -3.036], [5.264, -4.182, -2.245], [5.832, -2.836, -1.774], [5.315, -1.880, -2.724], [4.019, -2.275, -3.032], [3.097, -4.102, -2.513], [4.067, -4.190, -4.063], [5.935, -4.728, -2.909], [5.051, -4.832, -1.396], [6.914, -2.796, -1.905], [5.677, -2.522, -0.742], [3.730, -1.849, -3.993], [3.309, -1.892, -2.299], [-1.797, 1.234, -4.303], [-2.544, 0.055, -3.782], [-2.853, -0.749, -5.033], [-1.659, -0.594, -5.820], [-1.270, 0.770, -5.665], [-0.943, 1.568, -3.713], [-2.439, 2.112, -4.367], [-3.447, 0.342, -3.243], [-1.850, -0.371, -3.057], [-3.723, -0.477, -5.631], [-3.097, -1.799, -4.873], [-1.630, 1.408, -6.472], [-0.182, 0.843, -5.680], [-2.208, -3.149, 5.888], [-2.028, -2.074, 4.796], [-1.488, -2.837, 3.606], [-1.895, -4.130, 3.829], [-2.677, -4.272, 4.942], [-3.008, -2.991, 6.611], [-1.270, -3.474, 6.338], [-1.357, -1.293, 5.154], [-2.973, -1.576, 4.578], [-0.401, -2.799, 3.534], [-1.862, -2.406, 2.678], [-2.548, -5.252, 5.402], [-3.711, -4.147, 4.618], [-4.928, 4.682, -0.191], [-5.282, 4.525, -1.631], [-4.570, 3.251, -2.101], [-4.540, 2.449, -0.952], [-4.258, 3.325, 0.157], [-5.821, 4.935, 0.380], [-4.200, 5.485, -0.076], [-5.043, 5.421, -2.204], [-6.358, 4.363, -1.693], [-3.599, 3.290, -2.595], [-5.115, 2.738, -2.893], [-3.175, 3.399, 0.254], [-4.591, 3.008, 1.145], [2.585, -0.974, 4.064], [3.289, -0.831, 5.373], [2.210, -0.200, 6.242], [1.580, 0.657, 5.351], [1.837, 0.304, 3.985], [1.898, -1.815, 3.975], [3.256, -1.166, 3.227], [4.103, -0.126, 5.201], [3.615, -1.807, 5.732], [2.631, 0.352, 7.082], [1.489, -0.984, 6.473], [2.475, 1.031, 3.483], [0.852, 0.235, 3.523]],
  "forces_ev_per_angstrom": [[0.2, 0.1, 1.0], [-0.1, -1.2, 0.4], [-0.4, 0.2, -1.2], [0.2, 0.0, 0.6], [0.3, 0.5, -0.7], [-0.2, -0.2, 0.0], [0.0, 0.1, -0.1], [-0.4, 0.2, -0.1], [-0.2, 0.4, -0.3], [0.1, -0.2, 0.1], [0.4, 0.3, 0.2], [0.3, -0.2, 0.0], [-0.2, 0.1, 0.2], [0.0, 0.6, 0.0], [0.8, 1.1, 0.5], [0.0, -0.4, 0.1], [0.0, 0.0, -1.0], [-1.0, -0.2, -0.2], [-0.3, 0.0, -0.2], [-0.2, -0.1, -0.3], [0.8, 0.0, 0.1], [0.1, 0.1, 0.5], [-0.3, 0.0, 0.0], [0.3, -0.1, -0.1], [-0.1, -0.6, 0.2], [-0.1, -0.6, 0.4], [-0.5, 0.7, 1.3], [-0.5, -0.9, -0.6], [0.9, 0.5, 0.3], [0.7, -0.2, 0.0], [-1.3, -0.2, -0.6], [0.2, 0.0, -0.2], [-0.3, 0.3, -0.1], [0.2, -0.2, 0.1], [0.0, 0.0, 0.0], [0.1, -0.1, -0.1], [-0.2, 0.2, -0.2], [0.2, 0.3, 0.1], [0.5, -0.6, 0.1], [0.7, -0.2, 0.6], [0.0, 0.0, 0.8], [-1.7, -0.7, 0.4], [0.9, 1.8, -0.7], [-0.2, -2.0, 0.8], [0.5, 0.2, -0.2], [-0.8, -0.2, 0.2], [0.0, 0.5, -0.2], [0.3, -0.1, -0.1], [0.2, 0.1, -0.4], [0.3, 0.0, -0.2], [-0.5, 0.4, -0.4], [0.1, 0.1, -0.5], [-2.0, 0.1, 0.3], [1.9, 0.1, -0.1], [0.3, -0.9, 0.0], [-0.2, -0.1, 0.3], [0.1, -0.4, 0.0], [-0.4, -0.1, 0.2], [-0.1, 0.0, -0.1], [0.0, -0.1, -0.2], [0.5, 0.3, -0.2], [0.0, 0.4, -0.2], [-0.1, 0.1, 0.1], [0.0, -0.2, -0.1], [0.1, 0.5, -0.2], [1.0, 0.8, -1.3], [0.8, 2.2, -0.5], [-0.7, -0.3, 0.3], [-1.4, -1.6, 0.4], [-0.2, -1.5, 1.5], [0.0, -0.2, -0.3], [0.0, 0.0, 0.1], [-0.1, -0.2, 0.2], [0.4, -0.2, -1.1], [0.3, 0.2, 0.2], [0.2, 0.7, 0.0], [-0.4, 0.2, 0.4], [0.1, -0.2, 0.3], [-0.9, -1.5, -0.3], [1.4, 0.5, -1.4], [-1.6, -1.4, 0.2], [1.1, 2.1, 0.3], [0.3, -1.2, -0.5], [0.1, 0.3, 0.1], [-0.1, 0.0, 0.5], [0.0, 0.2, 0.0], [-0.3, -0.1, -0.2], [-0.2, 0.2, 0.3], [0.3, 0.0, 0.6], [-0.1, -0.2, 0.2], [0.1, 1.1, 0.3], [-0.2, 1.3, -0.5], [0.3, -1.2, -0.4], [-0.6, 0.4, -1.5], [0.4, 0.5, 1.3], [-0.4, -0.4, 0.0], [0.0, 0.2, 0.2], [-0.1, -0.4, -0.2], [0.3, 0.0, 0.1], [0.0, -0.1, 0.4], [-0.2, -0.2, 0.3], [0.3, 0.0, 0.3], [0.1, -0.1, -0.3], [-0.1, 0.0, 0.4], [-1.0, 1.0, 0.0], [-0.3, -1.2, 0.5], [-0.2, -0.4, -0.4], [0.0, 1.2, -0.8], [1.4, -0.4, 1.2], [0.0, 0.7, -0.3], [-0.1, -0.3, 0.2], [-0.1, -0.1, -0.2], [0.6, -0.3, -0.3], [0.2, -0.6, 0.3], [0.1, 0.2, 0.2], [-0.2, 0.1, 0.1], [-0.2, 0.1, -0.5], [0.2, -1.3, -1.4], [1.6, -0.8, 1.7], [-0.4, -0.1, -1.8], [-1.5, 2.1, 0.2], [0.2, -0.6, 1.3], [-0.1, 0.3, -0.6], [0.1, -0.2, 0.1], [0.4, 0.0, -0.2], [-0.1, 0.0, -0.2], [0.1, 0.2, -0.1], [0.0, 0.1, 0.4], [0.2, 0.2, 0.1], [-0.7, 0.0, 0.5], [-0.6, 1.3, 0.2], [0.0, -0.3, 0.6], [1.0, 0.4, -1.4], [0.9, 0.0, 0.7], [-0.6, -0.5, -0.4], [0.0, -0.5, -0.4], [-0.3, -0.2, 0.2], [0.3, 0.2, 0.2], [0.0, -0.1, 0.0], [0.1, -0.1, 0.0], [-0.7, -0.2, 0.1], [0.1, 0.0, -0.1], [-0.2, 0.0, 0.3], [0.5, 1.7, -0.6], [-0.7, 0.0, 0.8], [0.6, -0.8, -0.2], [-0.4, 0.0, 0.1], [0.3, 0.2, 0.0], [-0.2, -0.3, 0.4], [-0.1, 0.0, -0.4], [0.0, 0.0, 0.1], [-0.3, -1.0, -0.2], [-0.2, 1.1, 0.2], [0.8, -0.3, 0.2], [-0.3, -0.2, -0.2], [0.1, -0.3, -0.2], [-1.0, -0.7, -1.4], [0.5, 1.1, 1.5], [0.2, 1.5, 0.3], [1.0, -2.3, -2.0], [-0.4, 0.2, 1.4], [0.4, 0.5, 0.2], [0.0, 0.3, 0.2], [0.1, 0.2, -0.2], [-0.1, -0.2, -0.1], [0.3, 0.0, 0.1], [-0.2, -0.2, -0.3], [0.0, -0.2, -0.3], [-0.5, 0.0, 0.5], [1.1, 0.0, 0.6], [-0.2, 0.2, -1.4], [-0.6, -0.2, -0.7], [-0.1, -0.5, 1.2], [-0.1, 0.6, 0.0], [0.2, -0.2, 0.3], [-0.1, 0.1, 0.2], [0.0, -0.1, -0.2], [0.0, -0.1, -0.3], [0.7, 0.9, 0.6], [-0.6, -0.2, 0.2], [0.2, 0.3, -0.1], [-0.3, -0.9, -0.4], [-0.2, -1.4, -1.3], [0.3, -0.8, 0.5], [0.8, -0.9, -0.8], [-0.8, 1.9, -0.6], [-0.5, 0.5, 0.2], [-0.2, -0.3, 0.7], [0.3, 0.5, 0.0], [0.3, -0.1, 0.4], [0.4, 0.2, 0.2], [-0.4, -0.1, 0.2], [0.0, -0.1, 0.9], [-0.3, 0.6, 0.1], [0.2, 0.1, -0.4]],
  "mulliken_charge": [-0.583, 0.617, 0.746, -0.421, -0.591, 0.349, 0.321, -0.039, -0.317, -0.044, -0.640, 0.364, 0.228, -0.019, -0.776, -0.830, 0.423, 1.537, -0.078, 0.004, 0.537, 0.058, 0.469, 0.151, -0.360, -1.100, 2.151, 0.046, -0.581, -0.518, -0.448, -0.792, -1.011, 0.307, -0.099, 0.424, 0.099, 0.264, 0.210, -0.954, -0.154, 0.633, 0.169, 1.905, 0.286, 0.450, -0.573, 0.683, -0.895, 0.196, -1.222, -0.563, -0.844, 0.808, -0.178, -0.301, -0.080, 0.370, 0.210, -0.866, 0.530, -0.347, 0.461, -0.272, 0.566, -0.805, -0.410, 1.790, -0.057, -0.668, 0.227, 0.339, 0.175, 0.393, -0.707, -1.025, 0.335, 0.299, -0.102, -0.012, 0.325, -0.379, -0.676, -0.275, 0.528, 0.350, -0.548, 0.545, -0.573, 0.382, 0.264, -0.462, -0.732, -0.539, 0.646, 1.153, 0.314, 0.243, 0.006, 0.496, 0.297, 0.248, -0.866, -0.535, 1.679, 1.857, 1.699, -0.608, -0.131, -0.695, -0.430, -1.590, 0.154, -0.902, -0.923, -0.035, -0.295, -0.376, 1.061, -0.199, -0.548, -0.787, 0.142, 0.407, 0.232, -1.017, 0.294, 0.028, 0.335, 0.391, 1.090, -0.783, -0.169, -0.544, -0.070, -0.976, 0.276, 0.234, 0.426, 0.456, -0.212, 0.641, -0.255, 0.260, 1.223, -0.745, -0.433, -0.390, -0.513, 0.268, 0.517, -1.049, 0.342, 0.141, 0.292, 0.135, -0.775, 0.862, 0.714, -0.476, -0.396, 0.384, 0.339, 0.266, -0.813, -0.160, -0.471, 0.399, 0.110, -0.210, -0.725, -0.515, -0.318, 1.017, 0.414, -0.084, 0.345, 0.264, 0.169, 0.425, -0.800, 0.131, 1.328, -0.850, -0.508, -0.454, 1.985, -0.288, -0.866, 0.282, 0.433, 0.377, 0.213, -0.890, -0.830]
}